Record 1
{
  "formula": "C29H69N9O10S",
  "method": "the ωB97M-V functional and the def2-TZVPD basis",
  "gap_ev": 9.0,
  "fmax_ev_per_a": 4.45,
  "homo_energy_ev": -9.0094,
  "charge": 0,
  "multiplicity": 1,
  "lumo_energy_ev": 0.01,
  "species": ["C", "C", "O", "N", "C", "H", "H", "H", "H", "H", "H", "H", "C", "C", "O", "N", "C", "H", "H", "H", "H", "H", "H", "H", "C", "C", "O", "N", "C", "H", "H", "H", "H", "H", "H", "H", "C", "C", "O", "N", "C", "H", "H", "H", "H", "H", "H", "H", "C", "C", "O", "N", "C", "H", "H", "H", "H", "H", "H", "H", "C", "C", "O", "N", "C", "H", "H", "H", "H", "H", "H", "H", "C", "C", "O", "N", "C", "H", "H", "H", "H", "H", "H", "H", "C", "C", "O", "N", "C", "H", "H", "H", "H", "H", "H", "H", "C", "C", "O", "N", "C", "H", "H", "H", "H", "H", "H", "H", "C", "S", "O", "C", "H", "H", "H", "H", "H", "H"],
  "coordinates": [[4.750, 3.894, -6.092], [5.859, 3.108, -6.768], [5.584, 2.238, -7.554], [7.154, 3.459, -6.544], [7.570, 4.673, -5.778], [4.864, 4.946, -6.353], [4.786, 3.813, -5.005], [3.770, 3.622, -6.482], [7.913, 2.946, -6.968], [6.831, 5.181, -5.158], [7.965, 5.273, -6.598], [8.397, 4.368, -5.138], [-0.900, 0.468, 1.388], [0.133, 1.427, 0.836], [1.294, 1.100, 0.843], [-0.232, 2.491, 0.091], [0.629, 3.381, -0.567], [-0.326, -0.438, 1.583], [-1.648, 0.195, 0.644], [-1.343, 0.933, 2.269], [-1.201, 2.777, 0.073], [0.777, 4.201, 0.137], [0.144, 3.604, -1.517], [1.597, 2.957, -0.830], [-2.150, -6.215, -2.554], [-3.089, -6.053, -3.738], [-3.549, -4.930, -3.916], [-3.250, -7.033, -4.604], [-2.709, -8.337, -4.478], [-1.142, -6.423, -2.912], [-2.483, -6.938, -1.809], [-2.184, -5.237, -2.074], [-3.770, -6.837, -5.448], [-2.799, -8.756, -3.476], [-1.635, -8.336, -4.661], [-3.144, -8.995, -5.230], [-7.417, 5.138, 0.871], [-6.340, 4.557, 1.784], [-5.198, 4.416, 1.364], [-6.632, 4.120, 2.995], [-8.032, 4.173, 3.620], [-7.301, 6.222, 0.882], [-8.458, 4.868, 1.048], [-7.220, 4.913, -0.178], [-5.907, 3.819, 3.631], [-8.947, 4.063, 3.036], [-8.102, 5.166, 4.065], [-8.128, 3.485, 4.459], [5.054, 4.025, 3.185], [6.069, 3.986, 2.034], [7.128, 4.625, 2.138], [5.787, 3.192, 1.006], [6.629, 2.981, -0.089], [5.551, 4.132, 4.149], [4.381, 3.168, 3.158], [4.438, 4.920, 3.107], [5.028, 2.540, 1.146], [7.252, 3.824, -0.389], [6.074, 2.670, -0.974], [7.349, 2.186, 0.108], [4.951, -2.388, 4.243], [5.554, -3.476, 5.133], [4.951, -3.840, 6.126], [6.743, -3.986, 4.807], [7.319, -5.124, 5.437], [5.011, -1.373, 4.637], [3.887, -2.462, 4.021], [5.534, -2.474, 3.326], [7.275, -3.521, 4.084], [7.964, -5.667, 4.745], [6.575, -5.858, 5.745], [7.933, -4.809, 6.281], [-3.223, 1.149, -4.367], [-2.480, 0.822, -5.618], [-1.923, 1.789, -6.226], [-2.419, -0.455, -6.087], [-1.675, -0.692, -7.282], [-3.265, 2.206, -4.106], [-2.805, 0.703, -3.465], [-4.236, 0.746, -4.399], [-2.813, -1.255, -5.613], [-1.421, -1.746, -7.396], [-0.721, -0.165, -7.271], [-2.178, -0.410, -8.207], [2.694, -1.334, -2.856], [2.926, -2.806, -2.526], [2.570, -3.699, -3.270], [3.380, -2.996, -1.233], [3.632, -4.359, -0.703], [1.688, -0.972, -2.647], [2.975, -1.232, -3.905], [3.367, -0.666, -2.318], [3.306, -2.166, -0.663], [4.613, -4.725, -1.006], [2.855, -5.020, -1.087], [3.540, -4.503, 0.374], [-7.824, -4.086, 0.791], [-8.623, -3.218, 1.772], [-9.849, -3.450, 1.827], [-8.142, -2.191, 2.422], [-6.773, -1.597, 2.371], [-8.243, -4.034, -0.214], [-7.839, -5.075, 1.248], [-6.743, -3.947, 0.813], [-8.786, -1.717, 3.040], [-6.749, -1.213, 1.351], [-5.991, -2.276, 2.710], [-6.629, -0.786, 3.085], [-2.316, 2.966, 9.218], [-2.039, 1.870, 7.758], [-3.139, 2.177, 6.741], [-0.411, 2.425, 7.133], [-3.357, 2.868, 9.523], [-2.124, 3.998, 8.925], [-1.695, 2.565, 10.020], [-0.523, 3.473, 6.855], [-0.129, 1.944, 6.197], [0.322, 2.359, 7.938]],
  "mulliken_charge": [-1.07, 0.67, -0.62, -0.18, -0.83, 0.34, 0.28, 0.28, 0.23, 0.32, 0.30, 0.28, -1.05, 0.72, -0.65, -0.15, -0.87, 0.26, 0.32, 0.31, 0.21, 0.29, 0.33, 0.27, -1.02, 0.60, -0.68, -0.13, -0.85, 0.31, 0.33, 0.28, 0.27, 0.27, 0.30, 0.31, -0.90, 0.62, -0.68, -0.16, -0.88, 0.25, 0.29, 0.30, 0.22, 0.27, 0.35, 0.31, -0.94, 0.68, -0.65, -0.11, -0.88, 0.29, 0.29, 0.24, 0.17, 0.31, 0.30, 0.31, -0.93, 0.72, -0.63, -0.19, -0.87, 0.24, 0.28, 0.25, 0.21, 0.34, 0.30, 0.28, -1.06, 0.69, -0.65, -0.13, -0.86, 0.30, 0.27, 0.32, 0.25, 0.33, 0.28, 0.27, -1.00, 0.68, -0.62, -0.19, -0.88, 0.25, 0.30, 0.30, 0.25, 0.26, 0.29, 0.35, -0.88, 0.55, -0.67, -0.17, -0.88, 0.25, 0.27, 0.34, 0.26, 0.33, 0.27, 0.32, -0.88, 0.47, -0.60, -0.87, 0.31, 0.29, 0.35, 0.29, 0.31, 0.34]
}

***

Record 2
{
  "formula": "C54H73N5O28",
  "method": "the ωB97M-V functional and the def2-TZVPD basis",
  "gap_ev": 9.1,
  "fmax_ev_per_a": 4.50,
  "homo_energy_ev": -9.6547,
  "charge": 0,
  "multiplicity": 1,
  "lumo_energy_ev": -0.58,
  "smiles": "O=[N+]([O-])c1ccccc1.O=[N+]([O-])c1ccccc1.O=[N+]([O-])c1ccccc1.O=[N+]([O-])c1ccccc1.O=[N+]([O-])c1ccccc1.CCOC(=O)OC.CCOC(=O)OC.CCOC(=O)OC.CCOC(=O)OC.CCOC(=O)OC.CCOC(=O)OC",
  "species": ["O", "N", "O", "C", "C", "C", "C", "C", "C", "H", "H", "H", "H", "H", "O", "N", "O", "C", "C", "C", "C", "C", "C", "H", "H", "H", "H", "H", "O", "N", "O", "C", "C", "C", "C", "C", "C", "H", "H", "H", "H", "H", "O", "N", "O", "C", "C", "C", "C", "C", "C", "H", "H", "H", "H", "H", "O", "N", "O", "C", "C", "C", "C", "C", "C", "H", "H", "H", "H", "H", "C", "C", "O", "C", "O", "O", "C", "H", "H", "H", "H", "H", "H", "H", "H", "C", "C", "O", "C", "O", "O", "C", "H", "H", "H", "H", "H", "H", "H", "H", "C", "C", "O", "C", "O", "O", "C", "H", "H", "H", "H", "H", "H", "H", "H", "C", "C", "O", "C", "O", "O", "C", "H", "H", "H", "H", "H", "H", "H", "H", "C", "C", "O", "C", "O", "O", "C", "H", "H", "H", "H", "H", "H", "H", "H", "C", "C", "O", "C", "O", "O", "C", "H", "H", "H", "H", "H", "H", "H", "H"],
  "coordinates": [[12.266, 11.977, 23.738], [13.393, 12.130, 23.373], [14.022, 13.210, 23.395], [13.973, 10.955, 22.724], [15.369, 10.949, 22.515], [15.992, 9.826, 21.960], [15.197, 8.725, 21.608], [13.862, 8.708, 21.983], [13.264, 9.870, 22.489], [15.877, 11.846, 22.706], [17.053, 9.800, 21.790], [15.619, 7.884, 21.136], [13.399, 7.732, 21.888], [12.216, 9.795, 22.684], [15.449, 13.829, 14.293], [14.585, 13.076, 14.732], [14.758, 11.882, 14.787], [13.223, 13.595, 15.065], [12.887, 14.934, 14.914], [11.538, 15.321, 15.257], [10.689, 14.333, 15.743], [11.130, 13.048, 15.976], [12.395, 12.633, 15.631], [13.565, 15.602, 14.382], [11.395, 16.330, 14.975], [9.710, 14.658, 16.009], [10.578, 12.233, 16.384], [12.609, 11.594, 15.734], [11.325, 17.066, 25.735], [12.455, 17.140, 26.195], [13.123, 16.221, 26.622], [13.058, 18.499, 26.193], [12.409, 19.493, 25.424], [13.088, 20.694, 25.230], [14.313, 20.913, 25.897], [14.882, 19.927, 26.698], [14.315, 18.706, 26.806], [11.434, 19.246, 25.045], [12.682, 21.420, 24.551], [14.919, 21.769, 25.609], [15.835, 20.128, 27.109], [14.769, 17.930, 27.343], [19.409, 18.640, 23.394], [18.803, 17.627, 23.151], [18.353, 17.286, 22.077], [18.521, 16.784, 24.356], [18.618, 17.331, 25.620], [18.287, 16.453, 26.635], [17.773, 15.158, 26.381], [17.724, 14.684, 25.059], [18.083, 15.507, 24.019], [18.948, 18.368, 25.842], [18.283, 16.758, 27.675], [17.287, 14.560, 27.113], [17.217, 13.773, 24.790], [17.821, 15.294, 22.950], [13.687, 22.295, 22.396], [13.417, 22.269, 21.221], [12.492, 22.842, 20.646], [14.368, 21.590, 20.368], [15.019, 20.474, 20.888], [15.877, 19.758, 20.044], [16.185, 20.302, 18.842], [15.623, 21.553, 18.423], [14.635, 22.163, 19.173], [14.680, 20.127, 21.898], [16.187, 18.795, 20.385], [16.876, 19.854, 18.158], [15.941, 21.958, 17.466], [14.158, 23.082, 18.871], [14.296, 18.443, 16.430], [13.670, 19.522, 15.501], [14.260, 19.449, 14.177], [13.660, 18.714, 13.270], [12.687, 17.990, 13.398], [14.354, 18.942, 12.113], [13.869, 18.211, 11.001], [13.958, 17.563, 15.894], [13.903, 18.391, 17.443], [15.376, 18.496, 16.355], [13.725, 20.543, 15.793], [12.562, 19.252, 15.251], [13.924, 17.095, 11.205], [14.588, 18.306, 10.201], [12.852, 18.468, 10.741], [14.858, 12.345, 18.354], [14.932, 10.943, 18.905], [14.928, 10.024, 17.802], [14.961, 8.730, 18.029], [15.603, 8.126, 18.900], [14.127, 8.035, 17.287], [13.466, 8.497, 16.081], [13.984, 12.312, 17.707], [15.677, 12.648, 17.736], [14.658, 13.142, 19.109], [14.002, 10.657, 19.386], [15.851, 10.784, 19.509], [13.414, 7.632, 15.434], [14.041, 9.326, 15.638], [12.429, 8.833, 16.330], [11.702, 19.249, 18.488], [10.662, 19.677, 19.537], [10.622, 18.613, 20.507], [11.427, 18.784, 21.555], [12.335, 19.568, 21.720], [11.148, 17.906, 22.526], [10.301, 16.877, 22.176], [11.354, 18.313, 18.011], [12.657, 19.145, 19.010], [11.805, 20.008, 17.669], [9.597, 19.649, 19.128], [10.898, 20.602, 20.066], [10.687, 16.313, 21.347], [9.290, 17.208, 21.899], [10.246, 16.202, 23.027], [17.944, 17.066, 13.625], [17.123, 16.456, 14.733], [17.934, 16.639, 15.882], [17.355, 16.139, 17.003], [16.258, 15.721, 17.165], [18.323, 16.222, 17.898], [17.997, 15.848, 19.258], [18.885, 16.589, 13.396], [18.152, 18.118, 13.820], [17.321, 17.088, 12.718], [16.907, 15.368, 14.522], [16.123, 16.932, 14.796], [18.355, 14.874, 19.566], [16.905, 15.934, 19.444], [18.609, 16.523, 19.862], [6.709, 11.085, 18.630], [7.913, 11.770, 17.864], [9.074, 10.897, 18.104], [10.076, 11.315, 18.858], [11.155, 10.768, 18.857], [9.772, 12.356, 19.618], [10.883, 13.002, 20.235], [6.740, 11.285, 19.716], [6.582, 10.008, 18.441], [5.792, 11.579, 18.323], [7.959, 12.830, 18.173], [7.872, 11.672, 16.785], [11.497, 13.361, 19.453], [11.454, 12.288, 20.926], [10.420, 13.840, 20.806], [14.787, 17.411, 23.539], [14.325, 15.987, 23.415], [13.420, 15.832, 22.348], [13.874, 15.816, 21.140], [15.071, 15.931, 20.806], [12.915, 15.745, 20.215], [13.238, 15.950, 18.827], [15.459, 17.693, 22.697], [15.403, 17.455, 24.493], [13.941, 18.079, 23.474], [13.785, 15.600, 24.276], [15.159, 15.334, 23.250], [12.338, 15.822, 18.237], [14.060, 15.311, 18.437], [13.585, 16.960, 18.642]],
  "mulliken_charge": [-0.59, 0.97, -0.56, -0.02, -0.50, -0.67, -0.40, -0.79, -0.07, 0.66, 0.41, 0.56, 0.38, 0.51, -0.70, 1.07, -0.60, 0.00, -0.61, -0.66, -0.95, 0.05, -0.49, 0.54, 0.68, 0.38, 0.55, 0.53, -0.65, 1.17, -0.64, 0.15, -0.28, -0.43, -0.50, -0.41, -0.82, 0.56, 0.44, 0.39, 0.42, 0.57, -0.63, 1.06, -0.52, 0.26, -0.68, -0.42, -0.68, -0.12, -0.19, 0.45, 0.40, 0.45, 0.37, 0.25, -0.63, 1.20, -0.66, 0.25, -0.08, -0.58, -0.44, -0.63, -0.74, 0.14, 0.65, 0.59, 0.45, 0.50, 1.95, -0.67, -0.41, 0.85, -0.57, -0.37, -0.65, -0.76, -1.10, 0.10, 0.34, 0.38, 0.24, 0.27, 0.32, -0.03, -0.01, -0.23, 0.77, -0.67, -0.36, -0.37, -0.38, 0.39, -0.04, 0.09, 0.16, 0.31, 0.19, 0.14, 0.24, -0.75, -0.35, 0.20, -0.17, 0.00, -0.66, 0.13, -0.48, 0.38, 0.32, 0.37, 0.03, 0.43, 0.27, -1.73, 1.06, -0.41, 0.46, 0.03, -0.44, -0.23, 0.40, 0.38, 0.38, 0.15, -0.34, 0.36, 0.01, 0.20, -1.22, -0.12, -0.35, 0.64, -0.51, -0.41, 0.21, 0.30, 0.30, 0.41, 0.26, 0.36, -0.10, 0.19, 0.01, 0.65, -0.34, -0.09, 0.52, -0.58, -0.19, 0.95, -0.30, -0.01, -0.38, 0.49, 0.31, 0.05, -0.07, -0.73]
}

***

Record 3
{
  "formula": "C2H6OS",
  "method": "the ωB97M-V functional and the def2-TZVPD basis",
  "gap_ev": 9.8,
  "fmax_ev_per_a": 1.14,
  "homo_energy_ev": -9.0766,
  "charge": 0,
  "multiplicity": 1,
  "lumo_energy_ev": 0.70,
  "smiles": "C=O.CS",
  "species": ["C", "O", "H", "H", "C", "S", "H", "H", "H", "H"],
  "coordinates": [[2.330, 3.235, -1.099], [2.230, 3.876, -0.088], [2.468, 3.628, -2.126], [2.312, 2.146, -0.969], [-1.111, -2.055, 0.891], [-2.355, -2.259, -0.422], [-0.650, -1.067, 1.015], [-1.491, -2.320, 1.870], [-0.336, -2.705, 0.500], [-3.396, -2.478, 0.428]],
  "nbo_charge": [0.27, -0.49, 0.11, 0.10, -0.73, -0.05, 0.21, 0.23, 0.22, 0.13]
}

***

Record 4
{
  "formula": "C11H11Br18Cl2INO2",
  "method": "the ωB97M-V functional and the def2-TZVPD basis",
  "gap_ev": 7.1,
  "fmax_ev_per_a": 1.13,
  "homo_energy_ev": -5.6193,
  "charge": -1,
  "multiplicity": 1,
  "lumo_energy_ev": 1.50,
  "species": ["C", "C", "Cl", "C", "Cl", "C", "N", "I", "C", "O", "O", "H", "H", "H", "H", "H", "C", "Br", "Br", "Br", "H", "C", "Br", "Br", "Br", "H", "C", "Br", "Br", "Br", "H", "C", "Br", "Br", "Br", "H", "C", "Br", "Br", "Br", "H", "C", "Br", "Br", "Br", "H"],
  "coordinates": [[-0.074, -0.436, 1.733], [0.022, -0.821, 0.288], [-0.323, -2.492, -0.054], [0.368, 0.018, -0.688], [0.465, -0.581, -2.324], [0.719, 1.466, -0.528], [-0.211, 2.204, 0.331], [-2.047, 2.429, -0.597], [2.190, 1.725, -0.030], [2.908, 2.392, -0.809], [2.490, 1.284, 1.093], [-0.560, -1.258, 2.262], [-0.688, 0.445, 1.898], [0.917, -0.326, 2.169], [0.665, 1.904, -1.521], [0.140, 3.146, 0.469], [2.333, 3.246, -4.480], [1.830, 3.111, -6.342], [0.784, 3.497, -3.363], [3.406, 1.778, -3.897], [2.946, 4.131, -4.381], [-4.113, -0.137, 4.053], [-5.397, -1.308, 3.232], [-3.104, -1.047, 5.419], [-2.961, 0.625, 2.721], [-4.657, 0.666, 4.528], [4.450, 4.849, -0.471], [4.546, 5.363, 1.382], [3.012, 5.738, -1.376], [6.133, 5.122, -1.371], [4.218, 3.785, -0.508], [-6.118, -2.143, -0.803], [-4.446, -3.086, -0.898], [-7.261, -2.873, 0.569], [-5.847, -0.255, -0.563], [-6.625, -2.279, -1.746], [3.931, -3.078, -2.765], [2.703, -3.315, -4.232], [5.732, -3.557, -3.272], [3.834, -1.312, -2.037], [3.631, -3.765, -1.988], [-2.076, -4.989, 3.870], [-1.346, -6.716, 3.423], [-0.734, -3.816, 4.586], [-2.979, -4.188, 2.374], [-2.811, -5.147, 4.645]],
  "nbo_charge": [-0.66, -0.02, -0.02, -0.04, -0.01, -0.26, -0.72, 0.20, 0.77, -0.80, -0.73, 0.21, 0.24, 0.27, 0.22, 0.38, -0.50, 0.05, 0.10, 0.13, 0.22, -0.51, 0.08, 0.07, 0.12, 0.22, -0.50, 0.06, 0.07, 0.05, 0.30, -0.50, 0.11, 0.07, 0.10, 0.22, -0.50, 0.08, 0.06, 0.15, 0.22, -0.50, 0.07, 0.10, 0.11, 0.22]
}

***

Record 5
{
  "formula": "C14H21BrN3O3PtS",
  "method": "the ωB97M-V functional and the def2-TZVPD basis",
  "gap_ev": 8.5,
  "fmax_ev_per_a": 0.95,
  "homo_energy_ev": -11.7924,
  "charge": 1,
  "multiplicity": 1,
  "lumo_energy_ev": -3.31,
  "species": ["Pt", "Br", "C", "C", "C", "C", "C", "N", "C", "O", "O", "H", "H", "H", "C", "O", "C", "C", "H", "H", "H", "H", "H", "H", "C", "C", "N", "C", "S", "N", "C", "C", "H", "H", "H", "H", "H", "H", "H", "H", "H", "H", "H", "H"],
  "coordinates": [[-0.114, 1.606, 0.187], [-1.566, 4.996, 0.384], [-2.661, 3.484, 0.287], [-4.033, 3.674, 0.227], [-4.869, 2.575, 0.306], [-4.310, 1.324, 0.527], [-2.940, 1.221, 0.575], [-2.112, 2.270, 0.367], [-2.271, -0.064, 1.033], [-2.921, -1.061, 1.218], [-0.994, 0.075, 1.250], [-4.426, 4.676, 0.143], [-5.941, 2.705, 0.249], [-4.894, 0.431, 0.696], [-0.383, 1.820, -2.853], [0.493, 2.817, -2.277], [0.694, 2.918, -1.005], [1.656, 4.020, -0.750], [-0.536, 2.140, -3.878], [-1.322, 1.777, -2.306], [0.118, 0.856, -2.815], [2.336, 4.139, -1.591], [2.193, 3.848, 0.182], [1.093, 4.946, -0.634], [3.348, -4.056, -0.985], [3.405, -3.104, 0.198], [2.923, -1.759, -0.136], [1.831, -1.109, 0.269], [1.956, 0.630, 0.084], [0.760, -1.658, 0.789], [0.356, -3.065, 0.890], [0.471, -3.593, 2.312], [3.746, -5.029, -0.697], [3.947, -3.680, -1.814], [2.328, -4.194, -1.344], [4.435, -2.989, 0.536], [2.845, -3.479, 1.050], [3.592, -1.165, -0.602], [0.064, -1.002, 1.157], [0.920, -3.662, 0.178], [-0.687, -3.095, 0.576], [1.497, -3.565, 2.678], [0.118, -4.624, 2.353], [-0.142, -2.997, 2.987]],
  "nbo_charge": [0.63, 0.14, 0.15, -0.25, -0.11, -0.20, 0.11, -0.50, 0.76, -0.57, -0.78, 0.26, 0.25, 0.27, -0.26, -0.47, 0.46, -0.75, 0.22, 0.20, 0.22, 0.25, 0.25, 0.27, -0.62, -0.22, -0.58, 0.39, -0.14, -0.57, -0.23, -0.62, 0.23, 0.22, 0.21, 0.22, 0.21, 0.42, 0.45, 0.20, 0.23, 0.20, 0.23, 0.23]
}